Formula: C17H22BrI2N5OsS2
Source: the Open Molecules 2025 dataset
Level of theory: ωB97M-V with the def2-TZVPD basis set

Structure (ORCA input):
```
! wB97M-V def2-TZVPD RIJCOSX def2/J DEFGRID3
* xyz 2 5
Os -0.649 1.965 0.145
N 0.355 1.368 2.091
C 1.564 2.197 2.610
C 2.357 2.892 1.502
C 1.728 3.933 0.689
N 0.860 3.432 -0.418
H -0.258 1.346 2.872
H 0.740 0.413 1.949
H 2.282 1.535 3.184
H 1.021 2.946 3.181
H 2.945 2.292 0.761
H 3.141 3.405 2.004
H 2.337 4.654 0.266
H 1.084 4.546 1.311
H 1.399 2.919 -1.104
H 0.445 4.219 -0.995
I 0.603 0.275 -1.584
Br -1.915 3.659 -2.527
C -3.493 4.316 -1.635
C -4.527 4.567 -2.534
C -5.718 5.143 -1.969
C -5.745 5.491 -0.658
C -4.728 5.131 0.240
C -3.597 4.533 -0.256
I -2.088 4.041 1.122
H -4.439 4.303 -3.548
H -6.575 5.344 -2.698
H -6.670 5.940 -0.274
H -4.935 5.238 1.260
N 2.817 -3.230 -0.977
C 1.796 -3.234 -0.075
S 1.122 -1.793 0.538
N 1.253 -4.363 0.287
C 1.826 -5.681 0.084
C 1.073 -6.520 -0.747
C 1.610 -7.772 -1.054
C 2.917 -8.006 -0.694
C 3.628 -7.143 0.180
C 3.047 -5.946 0.588
H 3.276 -2.411 -1.316
H 3.106 -4.064 -1.412
H 0.417 -4.266 0.840
H 0.076 -6.261 -1.115
H 0.956 -8.425 -1.592
H 3.439 -8.899 -1.054
H 4.608 -7.469 0.426
H 3.629 -5.255 1.199
S -3.477 -1.654 0.249
C -2.676 -0.324 0.248
N -1.966 0.673 0.409
*
```

Results
* E_LUMO (alpha / beta): -5.81 / -7.93 eV
* ⟨S²⟩: 6.045
* frontier orbital gap (alpha / beta): 7.641 / 5.984 eV
* E: -4990.64911 a.u.